{"formula": "CH3Cl3NP", "method": "ωB97M-V/def2-TZVPD", "e_homo_ha": [-0.3142, -0.3482], "gap_ev": [9.365, 8.886], "largest_force_ev_per_a": 2.78, "multiplicity": 3, "energy_ev": -49429.85354, "species": ["C", "N", "P", "Cl", "Cl", "Cl", "H", "H", "H"], "xyz": [[-0.070, -0.543, 0.361], [-1.260, -0.942, -0.231], [-3.327, 0.139, 0.121], [-4.364, -1.576, 0.251], [-4.436, 1.262, 1.270], [-3.853, 0.575, -1.805], [-0.197, 0.514, 0.953], [0.636, -0.524, -0.479], [0.505, -1.194, 1.073]]}